[1]
Entry from the Open Molecules 2025 dataset: C5H3NO in the gas phase (the ωB97M-V functional and the def2-TZVPD basis).

Last column: natural (NBO) charge in e.
Element x y z (Å)
1 O 0.297 0.830 0.921  -0.37
2 N -2.602 2.090 -0.451  -0.28
3 C -1.625 1.479 -0.332  0.24
4 C -0.142 -0.509 -0.817  -0.23
5 C -0.491 0.636 -0.169  0.13
6 C 1.134 -0.229 0.984  0.12
7 C 0.888 -1.097 -0.034  -0.32
8 H -0.559 -0.896 -1.736  0.24
9 H 1.848 -0.204 1.795  0.22
10 H 1.252 -2.101 -0.163  0.24

Output
* max |F|: 1.1 eV/A
* SMILES string: N#Cc1ccco1
* Kohn-Sham gap: 10.063 eV
* molecular weight: 93.08 g mol⁻¹
* E_HOMO: -9.48 eV
* ΔE to the lowest compared entry with this formula, charge and spin: 4.2 kcal/mol

***

[2]
Entry from the Open Molecules 2025 dataset: C5H3NO in the gas phase (the ωB97M-V functional and the def2-TZVPD basis).

Last column: natural (NBO) charge in e.
Element x y z (Å)
1 O 0.664 -1.380 -1.940  -0.27
2 N 1.565 -0.585 -1.938  0.14
3 C 1.314 0.612 -1.133  -0.26
4 C -0.981 0.374 -0.002  -0.32
5 C 0.180 0.707 -0.515  0.21
6 C -0.969 -0.575 2.436  -0.18
7 C -0.970 -0.151 1.313  -0.05
8 H -0.992 -0.968 3.420  0.24
9 H -1.907 0.623 -0.506  0.26
10 H 2.095 1.344 -1.136  0.23

Output
* max |F|: 1.0 eV/A
* SMILES string: C#CC=C=CN=O
* Kohn-Sham gap: 8.574 eV
* molecular weight: 93.08 g mol⁻¹
* E_HOMO: -9.23 eV
* ΔE to the lowest compared entry with this formula, charge and spin: 120.3 kcal/mol

***

[3]
Entry from the Open Molecules 2025 dataset: a molecular structure, C5H3NO (the ωB97M-V functional and the def2-TZVPD basis).

Last column: natural (NBO) charge in e.
Element x y z (Å)
1 O -1.908 -1.167 0.383  -0.42
2 N -1.998 0.862 -0.670  -0.38
3 C -0.907 -0.263 0.874  0.04
4 C -1.456 -0.581 -0.692  0.40
5 C -1.478 1.120 0.450  0.11
6 C 0.122 -1.035 -0.869  -0.19
7 C 0.423 -0.666 0.369  -0.18
8 H 0.429 -1.545 -1.754  0.23
9 H 1.298 -0.640 0.868  0.20
10 H -1.440 1.987 0.970  0.19

Output
* max |F|: 4.2 eV/A
* Kohn-Sham gap (spin up / spin down): 8.664 / 8.663 eV
* molecular weight: 93.08 g mol⁻¹
* E_HOMO (spin up / spin down): -8.51 / -8.51 eV
* ΔE to the lowest compared entry with this formula, charge and spin: 142.8 kcal/mol

***

[4]
Entry from the Open Molecules 2025 dataset: C5H3NO in the gas phase (the ωB97M-V functional and the def2-TZVPD basis).

Last column: natural (NBO) charge in e.
Element x y z (Å)
1 O 1.519 1.564 0.810  -0.52
2 N -3.137 -0.792 -1.175  -0.25
3 C 1.446 0.882 -0.190  0.41
4 C -0.200 -0.395 1.085  -0.04
5 C -0.976 -0.276 0.073  -0.09
6 C -2.201 -0.468 -0.577  0.24
7 C 0.498 -0.260 -0.253  -0.36
8 H 0.829 -1.097 -0.867  0.21
9 H 2.185 0.986 -0.996  0.13
10 H 0.064 -0.152 2.092  0.26

Output
* max |F|: 1.0 eV/A
* SMILES string: N#CC1=C[C@@H]1C=O
* Kohn-Sham gap: 9.811 eV
* molecular weight: 93.08 g mol⁻¹
* E_HOMO: -10.05 eV
* ΔE to the lowest compared entry with this formula, charge and spin: 65.3 kcal/mol

***

[5]
Entry from the Open Molecules 2025 dataset: a molecular structure, C5H3NO2 (the ωB97M-V functional and the def2-TZVPD basis).

Last column: natural (NBO) charge in e.
Element x y z (Å)
1 O 2.676 0.652 1.201  -0.48
2 O -2.228 1.129 -1.479  -0.44
3 N -0.280 -1.194 0.247  -0.43
4 C -1.398 -0.859 -0.300  0.06
5 C 0.669 -0.252 -0.022  0.13
6 C -1.238 0.518 -0.932  0.46
7 C 1.850 -0.186 1.268  0.45
8 C 0.194 0.689 -0.796  -0.36
9 H 0.499 1.819 -1.021  0.25
10 H -2.130 -1.567 -0.643  0.21
11 H 1.386 -0.750 2.477  0.14

Output
* max |F|: 7.3 eV/A
* Kohn-Sham gap: 7.771 eV
* molecular weight: 109.08 g mol⁻¹
* E_HOMO: -9.95 eV
* ΔE to the lowest compared entry with this formula, charge and spin: 91.6 kcal/mol

***

[6]
Entry from the Open Molecules 2025 dataset: C5H3NO3 in the gas phase (the ωB97M-V functional and the def2-TZVPD basis).

Last column: natural (NBO) charge in e.
Element x y z (Å)
1 O -0.464 -0.939 2.409  -0.66
2 O -1.115 1.162 2.440  -0.50
3 O 0.562 -1.884 0.016  -0.48
4 N -0.338 1.416 -0.321  -0.31
5 C 0.611 -0.206 -1.712  -0.36
6 C 0.175 1.071 -1.573  0.06
7 C 0.360 -0.745 -0.413  0.48
8 C -0.241 0.328 0.416  0.06
9 C -0.678 0.244 1.849  0.74
10 H 0.241 1.874 -2.303  0.22
11 H 0.984 -0.733 -2.592  0.26
12 H -0.097 -1.587 1.784  0.51

Output
* max |F|: 3.8 eV/A
* SMILES string: O=C(O)C1=NC=CC1=O
* Kohn-Sham gap: 8.023 eV
* molecular weight: 125.08 g mol⁻¹
* E_HOMO: -10.60 eV
* ΔE to the lowest compared entry with this formula, charge and spin: 9.3 kcal/mol

***

[7]
Entry from the Open Molecules 2025 dataset: C5H4 in the gas phase (the ωB97M-V functional and the def2-TZVPD basis).

Last column: natural (NBO) charge in e.
Element x y z (Å)
1 C -1.052 -0.189 0.119  0.10
2 C -2.376 -0.768 0.478  -0.71
3 C 1.479 0.369 -0.262  -0.09
4 C 2.605 0.636 -0.503  -0.17
5 C 0.104 0.286 -0.033  -0.12
6 H 3.705 0.740 -0.707  0.25
7 H -2.238 -0.935 1.579  0.25
8 H -2.777 -1.679 -0.032  0.25
9 H -3.247 -0.127 0.365  0.24

Output
* max |F|: 4.7 eV/A
* SMILES string: C#CC#CC
* Kohn-Sham gap: 10.166 eV
* molecular weight: 64.09 g mol⁻¹
* E_HOMO: -9.23 eV
* ΔE to the lowest compared entry with this formula, charge and spin: 13.9 kcal/mol

***

[8]
Entry from the Open Molecules 2025 dataset: a molecular structure, C5H4 (the ωB97M-V functional and the def2-TZVPD basis).

Last column: natural (NBO) charge in e.
Element x y z (Å)
1 C 2.258 0.228 -0.074  0.25
2 C -0.148 0.922 0.053  -0.38
3 C 1.013 -0.058 0.067  -0.44
4 C -0.999 -0.280 -0.072  -0.15
5 C 0.061 -1.122 0.053  -0.17
6 H -0.084 1.323 1.141  0.24
7 H -1.962 -0.501 -0.317  0.21
8 H 0.037 -2.156 -0.028  0.22
9 H -0.175 1.644 -0.823  0.23

Output
* max |F|: 3.4 eV/A
* Kohn-Sham gap: 8.858 eV
* molecular weight: 64.09 g mol⁻¹
* E_HOMO: -9.26 eV
* ΔE to the lowest compared entry with this formula, charge and spin: 60.9 kcal/mol

***

[9]
Entry from the Open Molecules 2025 dataset: C5H4 in the gas phase (the ωB97M-V functional and the def2-TZVPD basis).

Last column: natural (NBO) charge in e.
Element x y z (Å)
1 C 0.301 0.610 -0.020  -0.41
2 C -2.581 -1.764 0.508  -0.17
3 C -0.365 -0.689 -0.276  -0.10
4 C 0.825 -0.768 -0.762  -0.11
5 C -1.509 -1.292 0.174  -0.05
6 H -3.602 -1.954 0.786  0.24
7 H 0.105 1.590 -0.386  0.20
8 H 0.623 0.612 0.980  0.17
9 H 1.602 -1.207 -1.271  0.23

Output
* max |F|: 4.1 eV/A
* SMILES string: C#CC1=CC1
* Kohn-Sham gap: 9.896 eV
* molecular weight: 64.09 g mol⁻¹
* E_HOMO: -9.14 eV
* ΔE to the lowest compared entry with this formula, charge and spin: 37.3 kcal/mol

***

[10]
Entry from the Open Molecules 2025 dataset: C5H4 in the gas phase (the ωB97M-V functional and the def2-TZVPD basis).

Last column: natural (NBO) charge in e.
Element x y z (Å)
1 C 0.387 0.066 0.656  0.10
2 C 1.563 -0.016 0.110  -0.17
3 C -0.988 0.161 0.507  -0.31
4 C -1.873 -0.092 -0.488  -0.32
5 C 2.760 0.021 -0.281  -0.13
6 H -1.456 0.244 1.491  0.21
7 H 3.799 0.083 -0.268  0.22
8 H -2.891 -0.214 -0.352  0.21
9 H -1.302 -0.252 -1.376  0.19

Output
* max |F|: 3.7 eV/A
* Kohn-Sham gap (spin up / spin down): 7.083 / 6.548 eV
* molecular weight: 64.09 g mol⁻¹
* E_HOMO (spin up / spin down): -8.30 / -7.64 eV
* ΔE to the lowest compared entry with this formula, charge and spin: 60.8 kcal/mol

***

[11]
Entry from the Open Molecules 2025 dataset: C5H4 in the gas phase (the ωB97M-V functional and the def2-TZVPD basis).

Last column: natural (NBO) charge in e.
Element x y z (Å)
1 C -0.759 -0.227 2.508  -0.23
2 C 0.411 -0.549 -2.127  -0.46
3 C 0.034 0.619 0.159  -0.39
4 C 0.148 0.129 -1.059  0.15
5 C -0.452 0.182 1.410  -0.01
6 H -0.307 -0.774 -2.793  0.22
7 H 1.432 -0.877 -2.169  0.23
8 H 0.369 1.637 0.529  0.26
9 H -0.876 -0.139 3.543  0.23

Output
* max |F|: 3.4 eV/A
* SMILES string: C#CC=C=C
* Kohn-Sham gap: 9.891 eV
* molecular weight: 64.09 g mol⁻¹
* E_HOMO: -9.06 eV
* ΔE to the lowest compared entry with this formula, charge and spin: 24.2 kcal/mol

***

[12]
Entry from the Open Molecules 2025 dataset: 15 unconnected molecules or ions with the total composition C5H40N2O14 (the ωB97M-V functional and the def2-TZVPD basis).

Last column: natural (NBO) charge in e.
Element x y z (Å)
1 O -1.933 3.719 1.834  -0.94
2 O -3.556 2.912 -0.624  -0.95
3 O -1.211 -2.796 -4.726  -0.98
4 O 3.425 0.390 -2.010  -0.99
5 O -3.425 0.056 -2.210  -1.00
6 O -0.671 2.853 -3.159  -0.95
7 O 0.728 -0.272 -4.437  -0.99
8 O -3.980 -1.975 -0.230  -1.01
9 O 5.471 -0.889 -1.171  -0.97
10 O 4.307 -2.736 0.659  -0.97
11 O 2.287 -2.267 2.267  -0.99
12 O -1.720 -1.814 -1.930  -0.98
13 O 0.759 0.632 -1.813  -0.98
14 O 4.182 0.629 4.488  -0.94
15 N -2.528 0.756 1.879  -0.90
16 N -1.750 -2.309 1.437  -0.85
17 C -0.372 1.103 2.762  -0.42
18 C 1.033 0.973 2.227  -0.14
19 C 1.615 1.994 1.528  -0.44
20 C -1.197 -1.377 2.505  -0.25
21 C -1.224 0.089 1.826  -0.02
22 H 4.352 1.166 3.808  0.46
23 H -1.577 -3.182 1.755  0.35
24 H -2.653 3.729 2.362  0.46
25 H 6.238 -0.747 -1.577  0.47
26 H 2.744 -2.055 1.441  0.49
27 H -0.322 -2.863 -4.455  0.49
28 H 3.484 -0.017 4.270  0.48
29 H 2.698 0.530 -1.331  0.51
30 H 0.323 1.529 -1.560  0.51
31 H 2.897 -2.921 2.684  0.48
32 H -2.106 -1.047 -2.154  0.48
33 H 1.100 0.528 -4.818  0.47
34 H -0.870 0.068 0.713  0.19
35 H -0.257 0.563 3.715  0.23
36 H -3.267 0.907 -1.730  0.48
37 H 2.917 0.465 -2.890  0.49
38 H 0.047 0.155 -1.244  0.49
39 H 3.749 -3.086 -0.028  0.47
40 H 4.714 -0.641 -1.540  0.49
41 H -3.213 0.686 1.086  0.37
42 H -3.014 3.647 -0.270  0.49
43 H 2.604 1.989 1.151  0.20
44 H -3.413 -2.506 -0.704  0.51
45 H 1.132 2.945 1.574  0.18
46 H -1.251 -2.259 0.555  0.37
47 H -2.972 0.432 2.813  0.36
48 H -0.598 2.165 2.639  0.16
49 H -3.574 2.450 0.182  0.46
50 H -0.665 3.756 -3.053  0.47
51 H -1.715 -2.262 -2.700  0.48
52 H -1.464 2.943 2.290  0.46
53 H 1.459 0.068 2.244  0.20
54 H -4.064 -1.869 0.719  0.51
55 H -0.107 -1.595 2.837  0.21
56 H 0.620 -0.134 -3.456  0.50
57 H -1.501 -1.991 -5.204  0.50
58 H 4.768 -1.985 0.315  0.51
59 H -1.500 2.539 -3.390  0.48
60 H -4.064 -0.419 -1.481  0.52
61 H -1.917 -1.356 3.332  0.18

Output
* max |F|: 7.3 eV/A
* Kohn-Sham gap: 9.390 eV
* molecular weight: 352.38 g mol⁻¹
* E_HOMO: -9.31 eV
* ΔE to the lowest compared entry with this formula, charge and spin: 193.8 kcal/mol